Entry 1:
Below is a molecular structure, C42H59CaClN7O5PSi, with properties calculated with ωB97M-V/def2-TZVPD.

E_HOMO in eV: -6.524
Orbital gap in eV: 7.1
Energy in hartree: -4163.9706

Last column: Mulliken charge in e.
Cartesian coordinates (Å):
Ca (-0.2548, 1.1917, 0.3336)  2.066
O (-0.2800, 3.8175, -0.0427)  -0.576
Cl (0.1537, 3.6849, -1.4288)  1.714
O (-0.3950, 4.7087, -2.2414)  -0.724
O (-0.3456, 2.3668, -1.8567)  -0.473
O (1.5884, 3.6771, -1.4989)  -0.748
N (1.9507, -1.3005, 1.9762)  -0.247
C (2.9608, -0.4902, 2.6604)  -0.304
C (3.9030, 0.1945, 1.6767)  -0.839
C (3.3350, 1.4210, 0.9761)  -0.610
N (2.2628, 1.1148, 0.0087)  0.309
H (1.2772, -1.6491, 2.6489)  0.207
H (2.3749, -2.1154, 1.5459)  0.148
H (3.5562, -1.0743, 3.3736)  0.506
H (2.4326, 0.2770, 3.2305)  -0.106
H (4.2562, -0.5315, 0.9341)  0.098
H (4.7895, 0.5189, 2.2282)  0.521
H (4.1560, 1.9435, 0.4751)  0.466
H (2.9241, 2.1007, 1.7256)  0.243
H (2.5503, 0.3611, -0.6089)  -0.854
H (2.2224, 1.9307, -0.6062)  0.139
N (-2.4135, -0.7867, -3.1685)  0.202
C (-3.3095, -1.2383, -2.2278)  -1.379
C (-2.7663, -0.9112, -1.0250)  -0.565
N (-1.5470, -0.2928, -1.2051)  1.609
C (-1.3857, -0.2251, -2.5082)  -1.593
H (-2.4757, -0.8826, -4.1678)  0.310
H (-4.2319, -1.7234, -2.4921)  0.530
H (-3.1644, -1.0812, -0.0400)  0.341
H (-0.5586, 0.2402, -3.0092)  0.576
C (-3.0515, -4.3269, 0.0091)  -0.776
C (-1.6191, -4.8183, 0.2169)  -0.457
C (-0.6151, -3.8974, -0.3200)  0.233
N (0.1663, -3.1725, -0.7480)  -0.236
H (-3.7457, -5.0590, 0.4206)  0.380
H (-3.2694, -4.1907, -1.0495)  0.336
H (-3.2066, -3.3810, 0.5246)  -0.078
H (-1.4624, -5.7886, -0.2573)  0.442
H (-1.4143, -4.9363, 1.2823)  0.226
O (0.5063, 1.8952, 2.4146)  -0.550
C (0.1959, 2.1771, 3.5781)  -0.280
C (-0.2699, 1.1318, 4.5550)  -0.177
C (-1.7053, 1.3505, 5.0547)  0.247
C (-1.8331, 2.3762, 6.1770)  -1.169
C (-1.4477, 3.7993, 5.7865)  -0.431
C (0.0029, 3.9456, 5.3387)  -0.914
N (0.2794, 3.4474, 3.9960)  -0.079
H (0.4213, 1.1029, 5.4053)  0.869
H (-0.2077, 0.1799, 4.0315)  -0.311
H (-2.0772, 0.3872, 5.4076)  0.432
H (-2.3375, 1.6275, 4.2071)  -0.427
H (-1.2120, 2.0604, 7.0239)  0.371
H (-2.8650, 2.3784, 6.5358)  0.398
H (-1.5960, 4.4571, 6.6467)  0.416
H (-2.1021, 4.1628, 4.9905)  0.209
H (0.6654, 3.4500, 6.0555)  0.302
H (0.2796, 4.9985, 5.3305)  0.441
H (0.5233, 4.1091, 3.2737)  0.433
C (-0.8346, -2.4898, -6.2722)  -0.625
C (-0.2359, -1.2580, -6.4934)  -0.657
C (0.6917, -0.7549, -5.5857)  -0.065
C (1.0277, -1.4816, -4.4466)  -0.030
C (0.4141, -2.7188, -4.2270)  -0.420
C (-0.5012, -3.2213, -5.1372)  -0.701
P (2.0373, -0.7976, -3.0745)  2.226
C (3.1658, -2.1964, -2.7469)  -0.523
C (3.4120, -2.5076, -1.4132)  0.512
C (4.2767, -3.5403, -1.0740)  -0.376
C (4.8865, -4.2841, -2.0723)  -0.724
C (4.6262, -3.9998, -3.4083)  -0.696
C (3.7702, -2.9629, -3.7440)  -0.376
C (3.0961, 0.4452, -3.8994)  0.758
C (4.4248, 0.2556, -4.2735)  -0.833
C (5.1481, 1.2979, -4.8369)  -0.673
C (4.5554, 2.5379, -5.0327)  -0.642
C (3.2378, 2.7422, -4.6488)  -0.692
C (2.5185, 1.7047, -4.0747)  -0.455
H (-1.5499, -2.8828, -6.9839)  0.365
H (-0.4816, -0.6853, -7.3790)  0.416
H (1.1555, 0.2051, -5.7746)  0.414
H (0.6446, -3.2785, -3.3284)  0.263
H (-0.9623, -4.1846, -4.9565)  0.429
H (2.8845, -1.9558, -0.6439)  -0.465
H (4.4647, -3.7753, -0.0333)  0.441
H (5.5563, -5.0940, -1.8126)  0.384
H (5.0911, -4.5898, -4.1880)  0.410
H (3.5621, -2.7495, -4.7862)  0.522
H (4.9038, -0.7025, -4.1195)  0.392
H (6.1811, 1.1402, -5.1203)  0.405
H (5.1249, 3.3483, -5.4694)  0.391
H (2.7743, 3.7127, -4.7686)  0.462
H (1.5034, 1.8824, -3.7341)  0.273
C (-3.8328, 2.3725, -0.5356)  -0.935
Si (-3.4851, 2.2190, 1.3071)  0.435
C (-2.8084, 3.8808, 1.8991)  -0.698
C (-5.1686, 2.0764, 2.1576)  -1.493
N (-2.3189, 0.9857, 1.5619)  0.213
C (-2.4267, -0.2414, 2.1293)  -0.469
C (-1.3292, -1.1463, 2.1015)  1.866
C (-1.3698, -2.3930, 2.7054)  -0.528
C (-2.5030, -2.8410, 3.3707)  -1.447
C (-3.6096, -1.9968, 3.3884)  -0.878
C (-3.5831, -0.7510, 2.7887)  -0.525
H (-4.3698, 3.3009, -0.7533)  0.410
H (-4.4353, 1.5379, -0.9017)  0.240
H (-2.9078, 2.3886, -1.1189)  0.094
H (-3.6244, 4.5326, 2.2224)  0.490
H (-2.2563, 4.3984, 1.1138)  0.290
H (-2.1291, 3.7510, 2.7448)  -0.159
H (-5.7201, 3.0000, 1.9583)  0.398
H (-5.0871, 1.9741, 3.2431)  0.366
H (-5.7713, 1.2467, 1.7809)  0.332
H (-0.3981, -0.8760, 1.6175)  -0.360
H (-0.4930, -3.0331, 2.6503)  0.484
H (-2.5272, -3.8104, 3.8514)  0.371
H (-4.5186, -2.3163, 3.8867)  0.451
H (-4.4649, -0.1334, 2.8362)  0.125

Entry 2:
Below is a molecular structure, C42H60N7O2PS3Sr, with properties calculated with ωB97M-V/def2-TZVPD.

E_HOMO in eV: -1.120
Total charge: -2
Orbital gap in eV: 4.9
Energy in hartree: -3736.7843

Last column: Mulliken charge in e.
Cartesian coordinates (Å):
Sr (-1.3061, 0.9686, 0.9408)  1.826
S (-0.3460, 3.2366, -1.7749)  -0.377
C (-1.7870, 4.0915, -1.4181)  0.600
S (-2.4726, 3.9987, 0.1571)  -0.383
C (-2.4048, 4.8758, -2.4181)  0.335
C (-3.6411, 5.5663, -2.1992)  -0.112
N (-4.6419, 6.1353, -2.0796)  -0.702
C (-1.8586, 5.0262, -3.7332)  -0.026
N (-1.4846, 5.2060, -4.8137)  -0.706
S (2.7859, -0.0878, 3.8194)  -0.447
C (3.6233, 0.3159, 2.4023)  0.405
N (3.1498, 1.2579, 1.5456)  0.622
C (3.7977, 1.6935, 0.4484)  -0.021
C (5.0381, 1.2356, 0.1437)  -0.518
C (5.5674, 0.2087, 0.9484)  -0.174
C (4.8791, -0.2477, 2.0354)  -0.719
H (2.1988, 1.5815, 1.6809)  -0.531
H (3.2601, 2.4144, -0.1511)  0.325
H (5.5765, 1.6278, -0.7077)  0.412
H (6.5247, -0.2315, 0.6899)  0.332
H (5.2502, -1.0552, 2.6495)  0.369
O (2.1630, -0.9460, 0.0218)  -0.548
C (1.1056, -0.3355, -0.3256)  -0.884
N (0.8197, 4.3690, 4.4873)  -0.048
C (1.1657, 3.1575, 3.9586)  -0.745
N (1.2238, 3.1678, 2.6594)  0.139
C (0.8814, 4.4769, 2.2826)  0.286
C (0.7746, 5.0450, 1.0155)  -0.470
C (0.4174, 6.3758, 0.9406)  -0.660
C (0.1850, 7.1389, 2.0940)  -0.375
C (0.2808, 6.5886, 3.3602)  -1.133
C (0.6288, 5.2420, 3.4259)  0.652
H (0.6738, 4.5657, 5.4585)  0.191
H (1.4028, 2.2908, 4.5640)  0.390
H (0.9107, 4.4335, 0.1311)  0.335
H (0.2911, 6.8322, -0.0340)  0.437
H (-0.0953, 8.1814, 1.9901)  0.352
H (0.0850, 7.1781, 4.2489)  0.362
C (-3.6785, -2.3060, 0.3882)  -0.808
O (-2.5733, -1.4940, 0.0219)  -0.213
H (-4.5880, -2.0187, -0.1542)  0.304
H (-3.8973, -2.2477, 1.4559)  0.200
H (-3.4694, -3.3558, 0.1643)  0.237
H (-2.3526, -0.9669, 0.8653)  0.731
C (-3.2753, -4.1211, 5.5363)  -1.582
C (-2.3126, -3.4654, 4.5747)  0.748
C (-1.1213, -4.0899, 4.2423)  -0.946
C (-0.2373, -3.4614, 3.3582)  0.237
C (1.0886, -4.0856, 2.9920)  -1.228
C (-0.5785, -2.2415, 2.8092)  0.087
C (-1.7996, -1.5909, 3.0886)  -1.146
C (-2.6391, -2.2249, 4.0202)  -0.717
N (-2.0064, -0.4358, 2.3490)  -0.806
C (-3.0402, 0.5764, 2.3729)  2.310
C (-3.6141, 0.9271, 0.9683)  -3.083
C (-4.2934, 0.3333, 3.2464)  -2.535
C (-2.4268, 1.8881, 2.9080)  -1.390
H (-2.9040, -5.0980, 5.8474)  0.364
H (-4.2564, -4.2653, 5.0790)  0.307
H (-3.4169, -3.5121, 6.4322)  0.311
H (-0.8735, -5.0552, 4.6719)  0.205
H (1.2673, -4.9963, 3.5667)  0.363
H (1.8997, -3.3774, 3.1790)  0.244
H (1.1172, -4.3319, 1.9280)  0.119
H (0.1055, -1.7424, 2.1253)  0.562
H (-3.5775, -1.7813, 4.3139)  0.402
H (-4.5090, 0.3453, 0.7568)  0.282
H (-2.9810, 0.7607, 0.1122)  1.710
H (-3.9006, 1.9804, 0.9713)  0.189
H (-4.7892, -0.5946, 2.9771)  0.467
H (-5.0001, 1.1435, 3.0756)  0.530
H (-4.0353, 0.3225, 4.3023)  0.414
H (-1.7601, 2.3639, 2.2001)  1.020
H (-1.8881, 1.6962, 3.8382)  -0.032
H (-3.2162, 2.6110, 3.1066)  0.523
C (0.7446, -4.0658, -3.7424)  -1.942
C (0.2934, -3.0598, -2.6784)  2.834
C (-1.2366, -2.9248, -2.7166)  -1.795
C (0.6422, -3.5572, -1.2670)  -1.968
P (1.0143, -1.3217, -2.8862)  -0.213
N (0.6099, -0.4299, -1.6264)  0.839
C (0.1145, -0.4100, -4.2975)  2.218
C (-1.2870, 0.0336, -3.8342)  -1.782
C (-0.0111, -1.2155, -5.5946)  -1.999
C (0.9031, 0.8872, -4.5516)  -1.784
C (2.8790, -1.4325, -3.2789)  2.927
C (3.2212, -1.8303, -4.7179)  -2.162
C (3.4940, -0.0615, -2.9373)  -1.913
C (3.5098, -2.4389, -2.3028)  -1.875
H (0.1842, -4.9998, -3.6080)  0.504
H (1.8052, -4.3048, -3.6553)  0.327
H (0.5560, -3.7028, -4.7539)  0.253
H (-1.6766, -3.8594, -2.3464)  0.657
H (-1.6111, -2.7592, -3.7270)  0.165
H (-1.5678, -2.1183, -2.0643)  0.111
H (0.0966, -4.4926, -1.0846)  0.667
H (0.3357, -2.8230, -0.5220)  -0.086
H (1.7044, -3.7464, -1.1269)  0.264
H (-2.0227, -0.7683, -3.8776)  0.255
H (-1.6254, 0.8389, -4.4949)  0.585
H (-1.2374, 0.4401, -2.8321)  0.246
H (-0.6597, -2.0853, -5.4711)  0.300
H (0.9501, -1.5589, -5.9774)  0.285
H (-0.4660, -0.5765, -6.3610)  0.507
H (1.0618, 1.4181, -3.6129)  0.131
H (0.3050, 1.5484, -5.1869)  0.651
H (1.8519, 0.7062, -5.0582)  0.220
H (2.9117, -1.0698, -5.4357)  0.305
H (2.7693, -2.7826, -5.0041)  0.264
H (4.3111, -1.9385, -4.8010)  0.559
H (3.3762, 0.6696, -3.7354)  0.220
H (4.5683, -0.1941, -2.7551)  0.681
H (3.0442, 0.3402, -2.0271)  0.255
H (3.2381, -3.4716, -2.5320)  0.317
H (3.2136, -2.1902, -1.2764)  0.149
H (4.6027, -2.3600, -2.3768)  0.657

Q: What is the formula in the second record?
A: C42H60N7O2PS3Sr

Q: Which value of E_HOMO does entry 1 give?
A: -6.524 eV

Q: The highest orbital gap belongs to which entry?
A: C42H59CaClN7O5PSi